No. 1
Formula: C20H70CuF3N32O18
Source: OMol25
Level of theory: the ωB97M-V functional and the def2-TZVPD basis

Structure (XYZ):
```
144
Properties=species:S:1:pos:R:3
Cu 0.579 6.588 -1.647
C 0.080 0.528 -0.983
O -0.421 0.232 0.291
O 0.162 1.990 -1.111
C 1.423 -0.218 -1.208
F 1.770 -0.259 -2.486
F 2.461 0.266 -0.544
F 1.343 -1.571 -0.850
C -1.471 -0.737 0.364
C -1.753 -0.758 1.786
H -1.799 0.196 2.310
H -2.625 -1.310 2.137
H -0.859 -1.271 2.140
H -1.174 -1.670 -0.115
H -2.321 -0.172 -0.018
H -0.587 0.175 -1.770
C 6.312 -3.897 -4.404
O 7.204 -3.940 -5.198
N 6.297 -3.144 -3.326
N 5.328 -4.695 -4.648
H 6.972 -2.402 -3.444
H 5.579 -3.224 -2.621
H 4.583 -4.549 -3.982
H 5.221 -5.121 -5.558
C -0.150 -4.110 -5.466
O -1.059 -3.735 -4.761
N -0.005 -5.297 -5.991
N 0.802 -3.295 -5.789
H -0.652 -6.059 -5.846
H 0.786 -5.429 -6.606
H 1.374 -3.580 -6.572
H 0.589 -2.333 -5.569
C 6.645 -1.839 1.970
O 7.718 -2.267 2.309
N 6.491 -0.781 1.252
N 5.495 -2.517 2.080
H 7.334 -0.278 1.015
H 5.644 -0.465 0.803
H 5.731 -3.416 2.475
H 4.574 -2.219 1.792
C -0.592 -6.732 0.990
O -1.611 -6.722 1.585
N 0.394 -7.448 1.464
N -0.342 -6.039 -0.095
H 0.261 -8.408 1.181
H 1.311 -7.172 1.143
H 0.649 -5.899 -0.236
H -1.071 -5.673 -0.691
C -2.832 6.035 1.496
O -2.382 6.819 0.747
N -2.611 4.777 1.325
N -3.755 6.391 2.393
H -3.123 4.163 1.943
H -1.888 4.480 0.684
H -4.210 5.580 2.787
H -4.010 7.348 2.593
C 2.719 2.113 3.668
O 3.431 2.655 4.515
N 2.352 0.899 3.640
N 2.073 2.748 2.803
H 1.575 0.662 3.040
H 2.563 0.267 4.399
H 1.553 2.241 2.101
H 2.431 3.690 2.744
C -1.873 2.048 8.077
O -2.650 1.252 7.567
N -1.021 2.776 7.482
N -1.889 2.318 9.313
H -0.509 3.516 7.941
H -0.775 2.451 6.558
H -1.139 2.900 9.658
H -2.689 2.045 9.865
C 4.822 5.489 -4.794
O 3.863 6.144 -4.301
N 4.694 4.258 -4.986
N 5.973 5.949 -5.077
H 3.904 3.974 -4.424
H 5.434 3.572 -5.030
H 6.667 5.224 -5.191
H 6.100 6.903 -4.771
C 2.454 1.935 -8.949
O 1.714 1.719 -9.920
N 2.810 3.133 -8.578
N 2.804 1.111 -7.976
H 2.954 3.917 -9.199
H 3.235 3.172 -7.663
H 3.197 1.439 -7.105
H 2.832 0.105 -8.057
C -6.852 1.958 3.601
O -7.211 0.902 3.095
N -5.823 2.140 4.431
N -7.537 3.045 3.383
H -5.186 1.363 4.532
H -5.829 2.934 5.056
H -7.092 3.889 3.715
H -8.321 3.011 2.748
C -6.727 -5.488 1.460
O -7.852 -5.350 1.062
N -6.198 -6.648 1.319
N -5.794 -4.590 1.785
H -5.205 -6.712 1.490
H -6.883 -7.377 1.177
H -5.920 -3.633 1.490
H -4.915 -4.822 2.225
C 1.662 -4.151 6.102
O 1.295 -3.012 5.997
N 1.158 -5.078 6.710
N 2.890 -4.527 5.797
H 0.184 -5.068 6.979
H 1.669 -5.947 6.770
H 3.423 -3.898 5.214
H 3.282 -5.353 6.227
C -4.580 -0.092 -6.544
O -4.467 -0.958 -7.356
N -5.107 1.077 -6.812
N -4.176 -0.143 -5.336
H -5.254 1.685 -6.019
H -5.673 1.133 -7.646
H -3.670 -0.957 -5.018
H -4.269 0.652 -4.719
C -4.906 -4.723 7.128
O -3.829 -5.298 7.297
N -6.144 -5.204 7.441
N -4.783 -3.617 6.487
H -6.255 -6.067 7.954
H -6.917 -4.557 7.371
H -3.842 -3.251 6.495
H -5.625 -3.165 6.161
C -1.645 5.473 -5.146
O -1.557 6.360 -5.979
N -2.146 5.524 -3.921
N -1.099 4.316 -5.355
H -2.499 6.383 -3.523
H -2.180 4.626 -3.462
H -0.973 3.993 -6.304
H -1.115 3.556 -4.690
C 4.932 6.027 0.125
O 3.763 6.123 0.331
N 5.706 7.024 0.374
N 5.492 4.941 -0.290
H 6.681 6.863 0.164
H 5.278 7.897 0.649
H 4.783 4.249 -0.484
H 6.446 5.011 -0.614
```

Summary:
**E_LUMO**: -3.746 eV
**Frontier orbital gap**: 3.237 eV
**Electronic energy**: -5850.66634 hartree
**Spin multiplicity**: 1
**Molar mass**: 1167.53 g mol⁻¹
**Relative energy (zero: lowest compared OMol25 entry of this formula, charge and spin)**: 262.7 kJ/mol

No. 2
Formula: BH26O11
Source: OMol25
Level of theory: the ωB97M-V functional and the def2-TZVPD basis

Structure (XYZ):
```
38
Properties=species:S:1:pos:R:3
B 0.099 0.088 0.116
H 0.381 0.416 -0.872
H 0.599 -0.844 0.334
H 0.450 0.828 0.819
H -0.976 0.007 0.161
O -0.205 0.906 2.285
H 0.176 0.709 1.429
H -0.944 0.303 2.364
O 0.686 2.278 -0.043
H 0.387 1.421 0.261
H 0.579 2.246 -0.994
O -1.071 -0.439 -1.906
H -0.174 -0.311 -1.600
H -1.605 0.090 -1.314
O 2.642 -0.568 -1.187
H 3.553 -0.328 -1.017
H 2.131 0.044 -0.657
O 0.073 -2.009 1.756
H 0.639 -2.762 1.584
H 0.586 -1.452 2.342
O -2.304 0.822 -0.058
H -1.587 0.882 0.574
H -2.042 1.402 -0.773
O 0.019 2.042 -2.012
H 0.263 1.131 -2.176
H 0.306 2.512 -2.795
O 0.776 -1.943 -1.069
H 0.617 -1.361 -0.326
H 1.635 -1.680 -1.400
O 2.169 0.453 0.635
H 1.275 0.175 0.439
H 2.067 1.304 1.063
O -1.238 -1.661 0.432
H -0.775 -2.029 1.185
H -0.820 -0.812 0.286
O -3.161 -0.736 0.726
H -2.387 -1.208 1.033
H -2.819 0.087 0.378
```

Summary:
**Net charge**: -1
**E_LUMO**: 2.780 eV
**Frontier orbital gap**: 6.748 eV
**Electronic energy**: -866.91409 hartree
**Spin multiplicity**: 1
**Molar mass**: 213.01 g mol⁻¹
**Relative energy (zero: lowest compared OMol25 entry of this formula, charge and spin)**: 3194.7 kJ/mol

No. 3
Formula: H14O7
Source: OMol25
Level of theory: the ωB97M-V functional and the def2-TZVPD basis

Structure (XYZ):
```
21
Properties=species:S:1:pos:R:3
O 9.713 -15.375 18.595
H 8.899 -15.869 18.693
H 9.429 -14.484 18.391
O 11.160 -12.836 20.237
H 10.753 -12.780 19.373
H 10.827 -13.654 20.606
O 8.682 -13.476 20.200
H 9.526 -13.322 19.776
H 8.759 -13.045 21.051
O 6.570 -14.160 20.097
H 7.510 -14.322 20.172
H 6.434 -13.324 20.544
O 10.234 -13.234 18.459
H 10.406 -12.338 18.170
H 10.372 -13.769 17.678
O 8.323 -12.762 22.449
H 8.900 -12.011 22.315
H 8.747 -13.271 23.140
O 10.665 -14.838 20.556
H 10.005 -14.897 21.247
H 10.270 -15.289 19.809
```

Summary:
**E_LUMO**: 0.018 eV
**Frontier orbital gap**: 9.132 eV
**Electronic energy**: -534.77706 hartree
**Spin multiplicity**: 1
**Molar mass**: 126.10 g mol⁻¹
**Relative energy (zero: lowest compared OMol25 entry of this formula, charge and spin)**: 910.5 kJ/mol

No. 4
Formula: C15H18N3O6S2W
Source: OMol25
Level of theory: the ωB97M-V functional and the def2-TZVPD basis

Structure (XYZ):
```
45
Properties=species:S:1:pos:R:3
W -0.736 -0.947 0.780
C 7.218 0.137 -0.881
C 5.785 0.262 -0.488
C 4.980 -0.886 -0.374
C 3.665 -0.796 0.009
C 3.150 0.481 0.285
C 3.920 1.652 0.183
C 5.234 1.518 -0.205
S 1.532 0.663 0.735
O 1.161 1.984 1.107
O 0.545 0.057 -0.354
N 0.987 -0.512 1.754
C 0.991 -0.324 3.204
C -0.460 -0.271 3.659
O -0.962 0.033 4.656
O -1.273 -0.752 2.518
H 7.380 -0.712 -1.542
H 7.824 -0.029 0.016
H 7.585 1.044 -1.357
H 5.407 -1.856 -0.594
H 3.052 -1.683 0.098
H 3.495 2.621 0.403
H 5.851 2.403 -0.293
H 1.499 0.594 3.507
H 1.469 -1.166 3.709
S -0.691 -5.489 0.382
C -0.730 -3.992 0.506
N -0.764 -2.743 0.616
O -2.452 0.236 0.522
C -2.544 -0.004 -0.742
O -1.680 -0.791 -1.191
C -3.609 0.594 -1.612
N -4.410 1.637 -0.867
C -5.872 1.418 -1.245
C -5.945 -0.090 -1.365
C -4.651 -0.459 -2.099
H -3.110 1.069 -2.457
H -4.102 2.587 -1.081
H -4.300 1.514 0.145
H -6.033 1.921 -2.197
H -6.503 1.865 -0.482
H -6.828 -0.402 -1.917
H -5.993 -0.552 -0.376
H -4.766 -0.359 -3.176
H -4.319 -1.475 -1.897
```

Summary:
**Net charge**: +3
**E_LUMO**: -11.791 eV
**Frontier orbital gap**: 5.910 eV
**Electronic energy**: -2060.59546 hartree
**Spin multiplicity**: 1
**Molar mass**: 584.30 g mol⁻¹
**Relative energy (zero: lowest compared OMol25 entry of this formula, charge and spin)**: 27.1 kJ/mol

No. 5
Formula: C40H66Cl3GeN4O2Rb
Source: OMol25
Level of theory: the ωB97M-V functional and the def2-TZVPD basis

Structure (XYZ):
```
117
Properties=species:S:1:pos:R:3
Rb 0.971 -2.307 -0.183
C 4.885 -2.679 -0.869
N 3.940 -1.949 -0.042
C 3.908 -2.515 1.296
C 4.287 -0.539 -0.005
C 3.159 0.370 0.495
N 1.919 0.208 -0.235
C 0.865 1.085 0.248
C 0.630 1.145 1.735
C 0.331 2.375 2.276
C 0.027 2.554 3.623
C 0.088 1.429 4.443
C 0.394 0.171 3.978
C 0.613 -0.038 2.562
O 0.784 -1.182 2.061
C 0.491 -1.006 4.940
C 0.274 -0.613 6.407
C -0.565 -2.058 4.575
C 1.888 -1.630 4.828
C -0.317 3.938 4.147
C -0.731 3.937 5.621
C 0.912 4.846 3.991
C -1.491 4.511 3.339
C 2.147 0.407 -1.670
C 0.983 0.840 -2.515
C 0.945 2.141 -2.957
C 0.005 2.594 -3.878
C -0.838 1.637 -4.439
C -0.844 0.315 -4.049
C 0.006 -0.120 -2.962
O -0.066 -1.258 -2.422
C -1.706 -0.704 -4.778
C -0.869 -1.952 -5.087
C -2.238 -0.168 -6.110
C -2.902 -1.076 -3.894
C 0.018 4.056 -4.290
C -1.160 4.441 -5.189
C 1.319 4.348 -5.053
C -0.067 4.935 -3.033
H 5.924 -2.557 -0.519
H 4.638 -3.739 -0.846
H 4.823 -2.331 -1.901
H 4.855 -2.340 1.833
H 3.095 -2.069 1.860
H 3.740 -3.589 1.236
H 5.168 -0.363 0.645
H 4.572 -0.239 -1.017
H 2.964 0.160 1.546
H 3.536 1.414 0.425
H 1.042 2.123 -0.090
H -0.062 0.755 -0.241
H 0.327 3.234 1.614
H -0.109 1.551 5.492
H -0.734 -0.237 6.575
H 0.406 -1.497 7.029
H 0.993 0.135 6.733
H -1.556 -1.604 4.547
H -0.334 -2.479 3.602
H -0.570 -2.862 5.308
H 2.652 -0.895 5.078
H 1.981 -2.478 5.503
H 2.055 -1.985 3.817
H 0.079 3.598 6.261
H -0.994 4.951 5.918
H -1.597 3.300 5.778
H 1.755 4.428 4.538
H 1.199 4.937 2.946
H 0.703 5.842 4.379
H -2.361 3.866 3.444
H -1.744 5.506 3.703
H -1.252 4.583 2.282
H 2.925 1.180 -1.811
H 2.521 -0.539 -2.076
H 1.701 2.824 -2.593
H -1.504 1.949 -5.225
H -0.015 -1.680 -5.706
H -0.503 -2.397 -4.167
H -1.461 -2.693 -5.622
H -1.428 0.209 -6.726
H -2.727 -0.977 -6.649
H -2.965 0.625 -5.959
H -2.545 -1.513 -2.967
H -3.487 -0.188 -3.658
H -3.550 -1.793 -4.395
H -1.130 3.909 -6.137
H -2.104 4.228 -4.693
H -1.113 5.509 -5.398
H 1.377 3.721 -5.940
H 1.353 5.392 -5.358
H 2.190 4.138 -4.439
H -0.980 4.706 -2.488
H 0.772 4.770 -2.365
H -0.080 5.987 -3.312
C -2.117 -3.681 1.369
C -3.658 -3.623 1.527
N -4.257 -3.070 0.320
C -3.906 -3.906 -0.817
C -2.362 -3.935 -0.979
N -1.751 -3.137 0.072
C -2.206 -1.756 0.001
C -3.753 -1.723 0.100
H -1.741 -4.702 1.443
H -1.621 -3.086 2.137
H -3.951 -2.990 2.369
H -4.080 -4.618 1.687
H -4.395 -3.496 -1.703
H -4.313 -4.904 -0.640
H -2.060 -3.534 -1.948
H -1.983 -4.957 -0.898
H -1.855 -1.314 -0.933
H -1.750 -1.206 0.829
H -4.207 -1.342 -0.819
H -4.090 -1.096 0.930
Cl 0.663 -7.155 -1.803
Ge 1.233 -5.412 -0.437
Cl 0.316 -6.275 1.475
Cl 3.408 -6.053 0.016
```

Summary:
**⟨S²⟩**: 0.787
**Net charge**: -1
**E_LUMO (alpha / beta)**: 1.635 / -0.525 eV
**Frontier orbital gap (alpha / beta)**: 5.760 / 3.595 eV
**Electronic energy**: -5415.06523 hartree
**Spin multiplicity**: 2
**Molar mass**: 899.43 g mol⁻¹

No. 6
Formula: C5H6Br2
Source: OMol25
Level of theory: the ωB97M-V functional and the def2-TZVPD basis

Structure (XYZ):
```
13
Properties=species:S:1:pos:R:3
C 1.519 2.265 0.876
C -0.611 -0.932 -0.806
C 0.998 1.399 -0.014
C 0.222 0.292 0.326
C -1.422 -2.051 -0.381
Br 1.334 1.664 -1.883
Br -0.173 -0.120 2.110
H 2.128 3.096 0.581
H 1.329 2.137 1.929
H -0.403 -0.684 -1.826
H -1.589 -2.082 0.692
H -0.949 -2.985 -0.702
H -2.384 -1.999 -0.902
```

Summary:
**⟨S²⟩**: 2.032
**E_LUMO (alpha / beta)**: 0.643 / -1.252 eV
**Frontier orbital gap (alpha / beta)**: 7.823 / 8.361 eV
**Electronic energy**: -5341.96594 hartree
**Spin multiplicity**: 3
**Molar mass**: 225.91 g mol⁻¹
**Relative energy (zero: lowest compared OMol25 entry of this formula, charge and spin)**: 0.0 kJ/mol